The following is a DFT calculation (ωB97M-V with the def2-TZVPD basis set) of a structure of composition C11H13N7O2PdS3 in a non-equilibrium geometry.

As for the energy: -62111.976 eV. For the energy relative to the best compared isomer or geometry (same formula, charge and spin), the calculation gives 7.2 kcal per mole. The calculation puts the HOMO energy (spin up / spin down) at -14.52 / -14.49 eV. The spin multiplicity is 1. Its charge is +2.

Atoms and positions in Å:
Pd -0.193 0.321 -0.128
S -1.528 1.806 1.165
C -2.349 0.719 2.185
C -3.533 1.111 2.835
C -4.082 0.297 3.793
C -5.270 0.698 4.482
N -6.229 1.029 5.024
C -3.480 -0.957 4.099
C -2.355 -1.383 3.427
C -1.790 -0.560 2.452
S -0.419 -1.129 1.574
C -4.072 -1.797 5.091
N -4.544 -2.472 5.894
H -3.983 2.066 2.597
H -1.927 -2.354 3.641
C 5.049 0.288 0.936
O 3.776 0.959 1.099
C 2.684 0.474 0.586
O 1.615 1.079 0.721
N 2.694 -0.671 -0.112
N 1.446 -1.139 -0.552
H 5.767 0.925 1.435
H 5.305 0.208 -0.119
H 5.028 -0.685 1.428
H 3.523 -1.239 -0.214
H 1.227 -2.019 -0.092
H 1.476 -1.304 -1.554
N -0.135 1.644 -1.836
N -1.125 1.330 -2.786
C -1.990 0.322 -2.589
N -2.921 0.094 -3.494
S -1.915 -0.707 -1.219
H -0.276 2.605 -1.520
H 0.787 1.591 -2.269
H -1.229 1.961 -3.570
H -3.008 0.636 -4.342
H -3.585 -0.653 -3.357

***

The following is a DFT calculation (ωB97M-V with the def2-TZVPD basis set) of a structure of composition C11H13NO in a non-equilibrium geometry.

As for the energy: -15146.652 eV. For the energy relative to the best compared isomer or geometry (same formula, charge and spin), the calculation gives 202.7 kcal per mole. The calculation puts the HOMO energy at -8.90 eV. The spin multiplicity is 1.

Atoms and positions in Å:
C 4.394 0.325 0.154
C 3.218 -0.688 -0.095
C 1.723 0.035 -0.246
C 1.288 1.365 -0.396
C 0.033 1.698 -0.318
C -0.867 0.654 -0.038
C -2.396 0.953 0.238
C -3.370 -0.212 0.331
C -1.915 -1.621 -0.054
C -0.646 -0.692 -0.289
C 0.733 -0.935 -0.188
H 4.889 0.615 -0.922
H 5.391 -0.124 1.119
H 3.408 1.444 0.668
H 2.068 2.072 -0.513
H -0.380 2.656 -0.542
H -2.268 1.453 1.481
H -2.783 1.831 -0.568
H -4.395 0.345 0.378
H -3.404 -0.797 1.423
H -3.000 -1.038 -1.442
H -1.835 -1.621 1.157
H -1.430 -2.582 -0.619
H 1.160 -1.996 -0.219
N -3.060 -1.264 -0.559
O 3.443 -1.877 0.060

***

The following is a DFT calculation (ωB97M-V with the def2-TZVPD basis set) of the ion C11H13O3S with charge -1 in a non-equilibrium geometry.

As for the energy: -28592.526 eV. For the energy relative to the best compared isomer or geometry (same formula, charge and spin), the calculation gives 97.6 kcal per mole. The calculation puts the HOMO energy (spin up / spin down) at -5.20 / -4.01 eV. The spin multiplicity is 1. Its charge is -1.

Atoms and positions in Å:
C -3.388 1.446 0.248
C -2.486 2.400 -0.190
C -2.886 0.190 0.393
C -1.076 2.229 -0.104
C -1.559 -0.081 0.309
C -0.702 0.960 0.081
C -0.964 -1.491 0.625
C 0.416 -1.586 1.246
C 1.537 -1.776 0.261
C 1.695 -0.482 -0.498
C 1.492 -0.350 -1.968
O 2.468 0.638 1.697
O 4.141 0.048 0.014
O 2.578 1.925 -0.431
S 2.826 0.673 0.279
H -4.418 1.508 0.014
H -2.841 3.479 -0.128
H -3.501 -0.735 0.523
H -0.391 2.996 -0.298
H -1.678 -2.106 1.100
H -0.813 -1.820 -0.362
H 0.642 -0.524 1.519
H 0.526 -2.236 1.994
H 2.458 -1.817 0.948
H 1.576 -2.678 -0.336
H 0.581 -0.811 -2.200
H 2.312 -0.778 -2.553
H 1.452 0.781 -2.180

***

The following is a DFT calculation (ωB97M-V with the def2-TZVPD basis set) of the molecule C11H13P in a non-equilibrium geometry.

As for the energy: -20901.776 eV. For the energy relative to the best compared isomer or geometry (same formula, charge and spin), the calculation gives 62.0 kcal per mole. The calculation puts the HOMO energy (spin up / spin down) at -8.23 / -6.77 eV. The spin multiplicity is 1.

Atoms and positions in Å:
C -2.750 -0.627 -1.467
C -2.667 0.273 -0.418
C -1.600 -1.427 -1.780
C -1.490 0.325 0.379
C -0.463 -1.424 -1.045
C -0.369 -0.402 -0.031
C 0.746 -2.216 -1.228
C 0.241 1.606 2.280
C 1.349 1.001 1.377
C 0.932 -0.195 0.432
C 1.911 2.030 0.439
P 2.133 -1.273 -0.360
H -3.532 -0.686 -2.240
H -3.547 0.822 -0.021
H -1.634 -2.332 -2.572
H -1.294 1.038 1.274
H 0.544 -3.236 -0.977
H 1.068 -2.192 -2.210
H -0.564 0.972 2.665
H 0.111 2.652 2.154
H 2.102 0.600 2.084
H 1.794 1.846 -0.617
H 3.095 2.138 0.664
H 1.550 3.011 0.675
H 2.334 -2.303 0.543

***

The following is a DFT calculation (ωB97M-V with the def2-TZVPD basis set) of a structure of composition C11H14BCaN7S in a non-equilibrium geometry.

As for the energy: -51998.059 eV. For the energy relative to the best compared isomer or geometry (same formula, charge and spin), the calculation gives 0.0 kcal per mole. The calculation puts the HOMO energy (spin up / spin down) at -15.15 / -15.15 eV. The spin multiplicity is 1. Its charge is +2.

Atoms and positions in Å:
C -3.007 1.069 -0.203
N -1.702 0.755 -0.004
N -1.047 0.976 -1.206
C -1.911 1.521 -2.097
C -3.169 1.582 -1.503
B 0.480 0.792 -1.444
N 1.231 1.079 -0.107
N 0.719 0.847 1.160
C 1.586 1.402 2.051
C 2.637 2.013 1.351
C 2.372 1.803 0.000
Ca -1.213 0.324 2.393
N 0.924 -0.521 -2.200
N 0.773 -1.790 -1.679
C 1.304 -2.648 -2.567
C 1.789 -1.940 -3.697
C 1.521 -0.599 -3.418
H 1.349 -3.719 -2.410
H 1.710 0.301 -3.980
H 2.261 -2.337 -4.573
H 0.816 1.667 -2.216
H 2.881 2.125 -0.900
H -1.550 1.842 -3.067
H 3.474 2.538 1.771
H -4.074 1.947 -1.948
H 1.437 1.334 3.130
H -3.762 0.879 0.558
H 0.357 -1.132 2.527
C 0.166 -1.107 3.620
H 1.155 -1.203 4.074
H -0.268 -0.161 4.030
H -0.449 -1.957 3.917
S -2.617 -1.896 1.578
C -2.955 -2.614 3.024
N -3.220 -3.170 4.036

***

The following is a DFT calculation (ωB97M-V with the def2-TZVPD basis set) of a structure of composition C11H14BF3N6Ni in a non-equilibrium geometry.

As for the energy: -70424.719 eV. For the energy relative to the best compared isomer or geometry (same formula, charge and spin), the calculation gives 58.7 kcal per mole. The calculation puts the HOMO energy (spin up / spin down) at -16.06 / -16.04 eV. The spin multiplicity is 3. As for the expectation value of S²: 2.159. Its charge is +2.

Atoms and positions in Å:
C -2.723 0.987 1.082
N -1.525 0.713 0.525
N -1.717 -0.179 -0.486
C -3.040 -0.465 -0.565
C -3.721 0.257 0.417
B -0.562 -0.832 -1.333
N 0.320 0.300 -1.916
N 0.784 1.317 -1.151
C 1.528 2.111 -1.944
C 1.555 1.593 -3.253
C 0.770 0.442 -3.189
Ni 0.295 1.402 0.944
N 0.273 -1.809 -0.488
N 0.922 -1.434 0.648
C 1.464 -2.555 1.143
C 1.174 -3.676 0.329
C 0.409 -3.151 -0.706
H 2.050 -2.511 2.064
H -0.043 -3.622 -1.579
H 1.485 -4.712 0.466
H -1.098 -1.435 -2.239
H 0.495 -0.285 -3.953
H -3.397 -1.169 -1.315
H 2.063 2.004 -4.124
H -4.790 0.257 0.621
H 1.989 3.012 -1.538
H -2.785 1.688 1.912
H 1.825 0.536 1.203
C 1.952 1.622 1.373
H 2.659 2.022 0.631
H 1.033 2.573 1.419
H 2.273 1.812 2.405
F -1.420 -0.165 2.926
C -0.425 0.778 2.713
F -0.694 1.968 3.363
F 0.624 0.603 3.595

***

What did the third record say?
The following is a DFT calculation (ωB97M-V with the def2-TZVPD basis set) of the ion C11H13O3S with charge -1 in a non-equilibrium geometry.

As for the energy: -28592.526 eV. For the energy relative to the best compared isomer or geometry (same formula, charge and spin), the calculation gives 97.6 kcal per mole. The calculation puts the HOMO energy (spin up / spin down) at -5.20 / -4.01 eV. The spin multiplicity is 1. Its charge is -1.

Atoms and positions in Å:
C -3.388 1.446 0.248
C -2.486 2.400 -0.190
C -2.886 0.190 0.393
C -1.076 2.229 -0.104
C -1.559 -0.081 0.309
C -0.702 0.960 0.081
C -0.964 -1.491 0.625
C 0.416 -1.586 1.246
C 1.537 -1.776 0.261
C 1.695 -0.482 -0.498
C 1.492 -0.350 -1.968
O 2.468 0.638 1.697
O 4.141 0.048 0.014
O 2.578 1.925 -0.431
S 2.826 0.673 0.279
H -4.418 1.508 0.014
H -2.841 3.479 -0.128
H -3.501 -0.735 0.523
H -0.391 2.996 -0.298
H -1.678 -2.106 1.100
H -0.813 -1.820 -0.362
H 0.642 -0.524 1.519
H 0.526 -2.236 1.994
H 2.458 -1.817 0.948
H 1.576 -2.678 -0.336
H 0.581 -0.811 -2.200
H 2.312 -0.778 -2.553
H 1.452 0.781 -2.180